Record 1
Computed, not measured: a 5-piece molecular cluster, C27H37F7N2O7S6 overall at a distorted geometry, with ωB97M-V/def2-TZVPD.

Geometry as XYZ:
```
86
Properties=species:S:1:pos:R:3:mulliken_charge:R:1
C 1.891 -5.047 -0.009 0.025
C 2.677 -4.326 -0.568 -0.982
C 3.357 -3.231 -1.266 0.555
C 4.631 -2.786 -0.843 -0.753
C 5.253 -1.710 -1.499 -0.635
C 4.659 -1.058 -2.606 0.431
O 5.303 -0.042 -3.237 -0.611
C 3.379 -1.497 -3.041 -0.148
C 2.755 -2.569 -2.361 0.824
S 1.112 -3.018 -2.980 -0.293
C 0.474 -1.405 -3.454 1.173
C 1.415 -0.484 -4.001 -1.029
C 0.983 0.804 -4.374 -0.477
C -0.379 1.158 -4.200 0.441
C -0.801 2.593 -4.590 -1.584
N -0.521 3.453 -3.422 -0.145
C -1.757 3.516 -2.614 -0.835
C -1.302 0.242 -3.671 -0.815
C -0.886 -1.065 -3.279 -0.308
S -2.153 -2.104 -2.585 1.698
O -1.674 -3.276 -1.895 -0.653
O -3.107 -2.452 -3.618 -0.703
C -2.985 -1.051 -1.253 0.456
F -3.113 -1.840 -0.180 -0.263
F -2.199 -0.045 -0.860 -0.280
C -4.417 -0.569 -1.621 0.724
F -4.526 -0.108 -2.858 -0.276
F -4.682 0.479 -0.806 -0.307
C -5.531 -1.628 -1.315 0.646
F -5.196 -2.853 -1.641 -0.201
F -5.927 -1.573 -0.060 -0.237
F -6.583 -1.295 -2.070 -0.280
N 2.797 -0.821 -4.172 -0.164
H 1.363 -5.744 0.613 0.467
H 5.150 -3.220 0.006 0.420
H 6.223 -1.324 -1.187 0.388
H 5.031 -0.048 -4.161 0.358
H 1.697 1.513 -4.792 0.447
H -1.860 2.630 -4.891 0.474
H -0.111 2.895 -5.390 0.503
H -0.257 4.381 -3.731 0.235
H -1.992 2.503 -2.271 0.167
H -1.661 4.179 -1.744 0.308
H -2.562 3.941 -3.247 0.400
H -2.327 0.597 -3.575 0.607
H 2.863 -1.450 -4.975 0.301
C 1.878 5.806 -0.376 -0.786
S 3.037 4.762 -1.276 0.486
O 2.804 4.986 -2.728 -0.610
C 2.243 3.205 -0.857 -0.391
H 2.157 6.845 -0.543 0.344
H 0.865 5.636 -0.744 0.133
H 1.937 5.581 0.689 0.338
H 1.208 3.219 -1.204 0.032
H 2.275 3.049 0.222 0.240
H 2.780 2.398 -1.354 0.196
C -1.626 -3.663 4.705 -0.939
S -1.507 -3.551 2.912 0.487
O -0.161 -4.042 2.515 -0.609
C -1.453 -1.758 2.842 -0.563
H -1.632 -4.717 4.979 0.365
H -0.768 -3.171 5.164 0.273
H -2.552 -3.195 5.036 0.309
H -0.607 -1.390 3.423 0.320
H -2.380 -1.351 3.235 0.195
H -1.337 -1.462 1.800 0.112
C 3.357 0.775 1.906 -0.995
S 4.703 -0.202 2.583 0.353
O 5.286 -0.950 1.439 -0.512
C 3.662 -1.344 3.505 -0.891
H 3.787 1.532 1.253 0.258
H 2.686 0.135 1.330 0.344
H 2.811 1.261 2.716 0.483
H 2.966 -1.842 2.828 0.215
H 3.116 -0.797 4.275 0.372
H 4.305 -2.086 3.975 0.365
C -4.057 0.272 7.247 -0.983
S -3.948 0.391 5.455 0.524
O -2.603 -0.116 5.059 -0.546
C -3.883 2.188 5.386 -0.991
H -4.069 -0.783 7.517 0.314
H -3.193 0.755 7.703 0.311
H -4.979 0.744 7.587 0.377
H -3.030 2.549 5.961 0.316
H -4.810 2.600 5.784 0.379
H -3.772 2.484 4.345 0.308
```

Properties
- HOMO level: -7.889 eV
- Frontier orbital gap: 7.877 eV
- DFT total energy: -4775.17256 Eh

Record 2
Computed, not measured: a 10-piece molecular cluster, BH24NO8 overall at a distorted geometry, with ωB97M-V/def2-TZVPD.

Geometry as XYZ:
```
34
Properties=species:S:1:pos:R:3:mulliken_charge:R:1
N -1.309 -2.478 2.885 -0.314
H -0.496 -2.531 3.536 0.372
H -1.004 -2.471 1.959 0.196
H -1.759 -1.541 2.797 0.397
H -1.812 -3.053 3.188 0.288
B -0.031 0.584 0.513 1.496
H -0.772 0.935 1.402 -0.300
H 1.064 0.691 1.127 -0.295
H -0.193 -0.511 0.233 -0.690
H 0.016 1.440 -0.415 -0.618
O -0.107 1.605 -3.755 -0.614
H 0.400 2.141 -4.324 0.292
H -0.502 2.353 -3.188 0.307
O 1.378 -3.367 -1.236 -0.692
H 0.621 -2.890 -1.054 0.184
H 1.886 -2.560 -1.137 0.549
O 2.512 3.046 -1.872 -0.584
H 2.070 2.487 -1.370 0.267
H 2.918 2.536 -2.555 0.293
O -1.376 -2.986 -1.128 -0.725
H -1.284 -2.584 -2.105 0.376
H -1.806 -2.255 -0.797 0.327
O -1.440 3.769 0.231 -0.640
H -1.337 2.865 0.329 0.237
H -1.280 3.760 -0.710 0.300
O -2.851 -0.259 -0.835 -0.613
H -1.983 -0.187 -0.697 0.146
H -3.292 -0.329 -0.009 0.288
O 1.381 1.800 4.141 -0.663
H 2.118 1.137 4.522 0.323
H 1.493 1.549 3.201 0.309
O 2.653 -1.144 -0.777 -0.749
H 2.377 -0.801 -1.612 0.364
H 1.749 -0.751 -0.485 0.183
```

Properties
- HOMO level: -9.538 eV
- Frontier orbital gap: 7.820 eV
- DFT total energy: -695.63546 Eh

Record 3
Computed, not measured: C28H36AsO11P2V as an isolated structure, with ωB97M-V/def2-TZVPD.

Geometry as XYZ:
```
79
Properties=species:S:1:pos:R:3:lowdin_spin:R:1
V -0.404 0.655 0.926 1.929
C 1.549 -0.939 2.709 0.001
C 2.378 -0.122 1.735 0.002
O 1.611 0.984 1.213 -0.001
C 1.915 2.299 1.721 0.002
C 1.201 2.453 3.045 0.000
O -0.111 1.903 2.857 0.006
C -0.720 1.557 4.107 0.001
C -2.113 1.066 3.801 0.000
O -2.076 0.235 2.650 0.005
C -2.091 -1.175 2.818 0.001
C -0.694 -1.676 3.126 0.002
O 0.195 -0.968 2.240 0.016
H 1.554 -0.515 3.717 0.000
H 1.946 -1.957 2.753 0.000
H 2.678 -0.713 0.876 0.000
H 3.276 0.255 2.224 0.000
H 1.534 2.987 0.973 0.000
H 2.994 2.420 1.807 0.000
H 1.138 3.501 3.344 0.000
H 1.707 1.893 3.838 0.000
H -0.755 2.434 4.758 0.000
H -0.111 0.791 4.596 0.000
H -2.763 1.904 3.549 0.000
H -2.538 0.544 4.661 0.000
H -2.440 -1.569 1.863 0.000
H -2.795 -1.474 3.598 0.000
H -0.602 -2.750 2.952 0.000
H -0.398 -1.458 4.156 0.000
C -3.332 3.245 -2.343 0.001
C -3.022 2.733 -0.940 0.003
O -3.939 3.261 0.028 0.000
P -1.391 3.337 -0.331 0.005
O -1.715 3.974 1.068 0.001
O -0.773 4.432 -1.265 0.000
O -0.322 2.279 -0.233 0.028
P -3.070 0.858 -0.945 0.006
O -4.539 0.631 -0.336 -0.001
O -2.897 0.318 -2.290 0.000
O -2.125 0.399 0.187 0.033
H -3.422 4.332 -2.340 0.000
H -4.280 2.827 -2.681 0.000
H -2.564 2.936 -3.051 0.000
H -4.702 2.666 0.089 0.000
H -2.687 4.006 1.196 0.000
H -1.269 5.251 -1.402 0.000
H -5.095 0.150 -0.967 0.000
C -1.507 -1.576 -5.176 -0.002
C -1.688 -2.495 -4.152 0.000
C -1.095 -2.283 -2.916 -0.002
C -0.325 -1.144 -2.721 -0.003
C -0.138 -0.222 -3.741 -0.002
C -0.730 -0.445 -4.973 0.000
As 0.519 -0.836 -1.022 -0.020
C 2.344 -0.479 -1.517 -0.005
C 2.877 0.694 -2.026 -0.001
C 4.222 0.725 -2.372 0.000
C 5.013 -0.404 -2.199 -0.001
C 4.481 -1.572 -1.674 0.000
C 3.137 -1.620 -1.323 -0.002
C 2.444 -2.773 -0.707 -0.001
C 3.031 -3.987 -0.361 0.000
C 2.268 -4.977 0.239 -0.001
C 0.918 -4.775 0.506 0.000
C 0.320 -3.567 0.171 -0.001
C 1.084 -2.577 -0.430 -0.002
H -1.967 -1.748 -6.139 0.000
H -2.284 -3.381 -4.319 0.000
H -1.223 -3.010 -2.124 0.000
H 0.472 0.662 -3.589 0.000
H -0.582 0.263 -5.778 0.000
H 2.261 1.575 -2.160 0.000
H 4.654 1.629 -2.780 0.000
H 6.058 -0.373 -2.478 0.000
H 5.116 -2.439 -1.546 0.000
H 4.077 -4.171 -0.565 0.000
H 2.728 -5.921 0.496 0.000
H 0.334 -5.563 0.960 0.000
H -0.737 -3.414 0.360 0.000
```

Properties
- Total charge: +2
- Multiplicity: 3
- HOMO level (spin up / spin down): -13.387 / -13.387 eV
- Frontier orbital gap (spin up / spin down): 7.236 / 8.264 eV
- DFT total energy: -5778.45337 Eh

Record 4
Computed, not measured: a single C5H9N3O molecule at a distorted geometry, with ωB97M-V/def2-TZVPD.

Geometry as XYZ:
```
18
Properties=species:S:1:pos:R:3:mulliken_charge:R:1
C 2.786 -1.048 0.079 -1.169
N -0.507 0.835 0.173 0.118
C 1.904 0.156 -0.089 0.734
C 0.060 -0.267 -0.228 0.319
N -0.286 2.090 -0.367 -0.590
C -2.276 0.426 0.000 -0.343
C -2.998 -0.430 0.698 -0.531
N -0.075 -1.500 -0.340 -0.623
O 2.339 1.271 -0.168 -0.556
H 0.099 2.689 0.355 0.277
H 0.353 2.083 -1.158 0.278
H -1.013 -1.802 -0.594 0.269
H -2.676 1.154 -0.697 0.334
H 3.837 -0.765 0.149 0.345
H 2.451 -1.593 0.962 0.294
H 2.645 -1.704 -0.779 0.284
H -2.560 -1.209 1.310 0.296
H -4.083 -0.386 0.693 0.264
```

Properties
- HOMO level: -8.025 eV
- Frontier orbital gap: 8.939 eV
- SMILES string: [H]/N=C(/C(C)=O)N(N)C=C
- DFT total energy: -435.25368 Eh

Record 5
Computed, not measured: a 2-piece molecular cluster, C3H3N3O overall at a distorted geometry, with ωB97M-V/def2-TZVPD.

Geometry as XYZ:
```
10
Properties=species:S:1:pos:R:3:mulliken_charge:R:1
N 2.385 -0.913 0.926 -0.509
C 1.352 -0.548 0.392 0.429
N -1.191 1.269 -2.117 -0.047
N -1.877 1.455 -1.275 0.015
O -1.032 0.348 1.681 -0.485
C -1.024 -0.149 0.578 -0.010
C 0.210 -0.312 -0.222 -0.554
H 3.039 -0.186 1.207 0.300
H -1.955 -0.548 0.126 0.420
H 0.199 -0.132 -1.298 0.439
```

Properties
- HOMO level: -9.598 eV
- Frontier orbital gap: 9.973 eV
- SMILES string: N=C=CC=O.N#N
- DFT total energy: -355.59408 Eh

Record 6
Computed, not measured: a single C4H6F2OS molecule at a distorted geometry, with ωB97M-V/def2-TZVPD.

Geometry as XYZ:
```
14
Properties=species:S:1:pos:R:3:mulliken_charge:R:1
C -1.221 -1.431 -1.648 -1.263
C -1.211 -0.461 -0.529 1.151
C -0.205 -0.803 0.603 -0.788
C 1.932 0.231 0.303 0.051
H -0.160 -1.563 -1.993 0.311
H -1.939 -1.109 -2.456 0.339
H -1.545 -2.433 -1.294 0.324
H -0.324 -0.041 1.404 0.388
H -0.520 -1.786 1.114 0.323
H 2.886 -0.060 -0.128 0.310
O 1.106 -0.799 0.096 -0.273
F -0.964 0.765 -0.994 -0.291
F -2.443 -0.444 0.068 -0.318
S 1.727 1.580 1.159 -0.264
```

Properties
- HOMO level: -9.203 eV
- Frontier orbital gap: 9.506 eV
- SMILES string: CC(F)(F)COC=S
- DFT total energy: -829.15472 Eh

Record 7
Computed, not measured: a single C17H11BrFN7O2 molecule at a distorted geometry, with ωB97M-V/def2-TZVPD.

Geometry as XYZ:
```
39
Properties=species:S:1:pos:R:3:mulliken_charge:R:1
F -2.827 -1.979 -5.061 -0.317
Br -1.690 4.466 -2.257 -0.169
N -2.039 -3.942 4.660 -0.588
N -3.426 -4.546 2.908 -0.602
N -0.259 0.813 1.643 -0.411
N -1.198 -2.013 3.660 -0.623
N -2.912 -2.657 1.484 -0.424
O -2.948 -4.957 4.184 -0.065
O 3.225 3.035 0.949 -0.540
C 0.850 1.519 1.452 -0.429
C -1.246 -1.251 2.554 0.377
C -2.095 -1.591 1.422 0.458
C -1.761 -0.755 -3.331 -0.539
C -3.353 -2.481 -2.787 -0.533
C 1.020 4.744 -1.439 -0.623
C 2.123 4.344 -0.676 -0.660
C -0.243 3.042 -0.267 -0.141
C -1.607 -0.443 -1.995 -0.417
C -3.194 -2.210 -1.422 -0.355
C -2.631 -1.758 -3.742 0.114
C -0.175 4.064 -1.226 -0.391
C 2.082 3.326 0.268 0.899
C 0.877 2.668 0.522 0.204
C -2.300 -1.202 -1.023 0.621
C -1.989 -3.089 3.658 0.697
C -2.850 -3.404 2.610 0.419
N -0.310 -0.213 2.539 -0.238
N -2.082 -0.792 0.289 -0.118
H 3.941 3.654 0.691 0.311
H 1.727 1.289 2.047 0.455
H -1.215 -0.157 -4.025 0.447
H -4.005 -3.264 -3.120 0.435
H 1.071 5.546 -2.162 0.416
H 3.081 4.818 -0.862 0.251
H -1.177 2.498 -0.154 0.684
H -0.932 0.411 -1.727 0.227
H -3.767 -2.805 -0.736 0.458
H 0.332 -0.290 3.308 0.328
H -1.424 -0.020 0.432 0.382
```

Properties
- HOMO level: -8.354 eV
- Frontier orbital gap: 6.976 eV
- SMILES string: Oc1ccc(Br)cc1/C=N/Nc1nc2nonc2nc1Nc1ccc(F)cc1
- DFT total energy: -3861.95735 Eh

Record 8
Computed, not measured: a 9-piece molecular cluster, C3H22BF4O10S overall at a distorted geometry, with ωB97M-V/def2-TZVPD.

Geometry as XYZ:
```
41
Properties=species:S:1:pos:R:3:mulliken_charge:R:1
B -0.102 1.652 0.516 0.300
F 0.563 0.747 1.338 -0.216
F -0.156 1.038 -0.741 -0.265
F -1.360 1.897 0.908 -0.217
F 0.558 2.809 0.354 -0.467
O -0.608 -2.789 -3.743 -0.568
S 0.166 -3.786 -3.018 1.127
O 1.169 -4.671 -3.639 -0.615
O 0.942 -2.915 -1.769 -0.406
C 0.164 -2.063 -1.032 0.229
C 0.381 -2.323 0.488 -0.944
C -0.948 -4.866 -2.096 -0.871
H -0.852 -2.058 -1.425 0.547
H 0.498 -1.056 -1.283 -0.249
H 0.096 -3.333 0.781 0.397
H -0.287 -1.785 1.161 0.073
H 1.440 -2.231 0.729 0.278
H -1.555 -5.437 -2.799 0.383
H -1.735 -4.269 -1.635 0.299
H -0.473 -5.640 -1.493 0.326
O 3.032 0.077 0.670 -0.664
H 3.609 0.690 0.215 0.307
H 2.200 0.544 0.748 0.302
O -2.077 0.507 3.188 -0.585
H -1.843 0.074 2.367 0.239
H -3.035 0.506 3.195 0.280
O 0.478 0.859 -3.374 -0.682
H -0.138 0.161 -3.595 0.303
H 0.553 0.822 -2.420 0.415
O -1.147 5.010 0.244 -0.607
H -0.648 4.264 -0.089 0.315
H -0.494 5.697 0.375 0.271
O 0.728 0.872 3.941 -0.627
H 0.732 0.357 3.135 0.308
H 1.651 0.950 4.181 0.283
O 2.648 3.298 2.452 -0.633
H 1.941 3.184 1.816 0.361
H 2.612 4.225 2.687 0.274
O -2.997 3.334 -0.279 -0.640
H -3.080 3.089 -1.201 0.281
H -2.624 2.559 0.142 0.355
```

Properties
- Total charge: -1
- HOMO level: -7.491 eV
- Frontier orbital gap: 9.763 eV
- DFT total energy: -1702.68101 Eh

- Look up the DFT total energy of the eighth one.
  -1702.68101 Eh

- Look up the DFT total energy of the first one.
  -4775.17256 Eh

- What is the formula in the seventh record?
  C17H11BrFN7O2